No. 1
C5H8N2O3 | ωB97M-V with the def2-TZVPD basis set

- SMILES: C=C(O)O/N=C(C)\C=N/O
- Spin multiplicity: 1
- Orbital gap: 9.16 eV
- Relative energy (zero: lowest compared OMol25 entry of this formula, charge and spin): 573.3 kJ/mol
- Charge: 0

Cartesian coordinates (Å):
C1 -0.215 -1.088 1.402
C2 -0.625 -0.442 0.154
C3 2.149 1.214 -1.178
C4 -2.046 -0.629 -0.216
C5 1.794 1.228 -2.461
N1 0.115 0.299 -0.598
N2 -0.809 -1.305 2.509
O1 1.390 0.377 -0.311
O2 2.956 2.069 -0.557
O3 -2.132 -0.743 2.842
H1 -2.514 -0.820 0.666
H2 -2.163 -1.494 -0.894
H3 -2.402 0.252 -0.700
H4 0.919 0.565 -2.738
H5 2.327 1.591 -3.307
H6 0.661 -1.571 1.414
H7 3.064 1.767 0.389
H8 -2.466 -1.271 3.583

Atomic partial charges in e from the Löwdin method, atoms 1 to 6: number 1, C, carries -0.0938; number 2, C, carries -0.2690; number 3, C, carries -0.4349; number 4, C, carries -0.0152; number 5, C, carries 0.0721; number 6, N, carries 0.0703

---

No. 2
C5H9NO | ωB97M-V with the def2-TZVPD basis set

- SMILES: C[C@H]1CN(C)C1=O
- Spin multiplicity: 1
- Orbital gap: 10.21 eV
- Relative energy (zero: lowest compared OMol25 entry of this formula, charge and spin): 143.9 kJ/mol
- Charge: 0

Cartesian coordinates (Å):
C1 1.441 -0.498 0.746
C2 1.081 0.583 -0.303
C3 0.057 0.046 -1.320
N1 -1.021 0.507 -0.431
C4 -1.977 -0.443 0.101
C5 -0.128 1.236 0.368
O1 -0.300 1.951 1.319
H1 0.595 -0.668 1.426
H2 2.274 -0.184 1.375
H3 1.674 -1.463 0.288
H4 1.927 1.175 -0.662
H5 0.035 0.563 -2.285
H6 0.067 -1.037 -1.489
H7 -1.504 -1.437 0.177
H8 -2.278 -0.137 1.107
H9 -2.864 -0.536 -0.530

Atomic partial charges in e from the Löwdin method, atoms 1 to 6: number 1, C, carries -0.0445; number 2, C, carries -0.2104; number 3, C, carries -0.1167; number 4, N, carries -0.0855; number 5, C, carries -0.0545; number 6, C, carries -0.4630

---

No. 3
C27H77Cl2N3O13 | ωB97M-V with the def2-TZVPD basis set

- SMILES: COCCNCCOC.COCCNCCOC.COCCNCCOC.ClCCCl.CO.CO.CO.CO.CO.CO.CO
- Spin multiplicity: 1
- Orbital gap: 8.42 eV
- Charge: 0

Cartesian coordinates (Å):
Cl1 0.313 2.283 1.998
C1 1.940 2.246 1.038
C2 1.687 1.854 -0.452
Cl2 3.328 1.854 -1.167
H1 2.672 1.651 1.585
H2 2.478 3.194 1.044
H3 1.080 2.515 -1.070
H4 1.363 0.816 -0.526
C3 2.706 0.679 8.754
O1 3.416 0.329 7.608
H5 2.881 -0.080 9.517
H6 2.934 1.638 9.220
H7 1.627 0.558 8.668
H8 3.786 1.122 7.212
C4 3.666 -3.769 -4.403
O2 4.452 -3.642 -5.579
H9 2.659 -4.103 -4.651
H10 4.042 -4.503 -3.690
H11 3.480 -2.883 -3.797
H12 5.206 -3.159 -5.232
C5 7.046 3.176 5.179
O3 5.797 3.719 5.423
H13 6.959 2.514 4.318
H14 7.897 3.857 5.176
H15 7.347 2.581 6.041
H16 5.860 4.435 6.060
C6 -3.270 6.388 -1.857
O4 -3.105 7.831 -2.018
H17 -4.066 6.156 -1.149
H18 -3.615 6.087 -2.846
H19 -2.344 5.838 -1.690
H20 -3.477 8.029 -2.881
C7 5.875 6.513 -4.897
O5 4.528 6.068 -4.930
H21 6.151 6.747 -3.869
H22 6.303 5.542 -5.146
H23 6.155 7.299 -5.598
H24 4.464 5.479 -4.175
C8 -3.210 2.792 8.349
O6 -3.284 1.681 9.251
H25 -2.691 2.480 7.442
H26 -4.144 3.283 8.076
H27 -2.586 3.508 8.884
H28 -3.751 0.971 8.804
C9 2.885 -4.370 1.414
O7 2.491 -5.303 2.318
H29 2.432 -3.424 1.712
H30 3.973 -4.317 1.457
H31 2.696 -4.516 0.351
H32 2.676 -4.943 3.189
C10 -1.329 0.282 -5.856
O8 -1.982 -0.170 -4.744
C11 -3.439 -0.216 -4.777
C12 -3.984 -0.715 -3.456
N1 -4.094 -2.132 -3.172
C13 -2.850 -2.835 -3.124
C14 -3.019 -4.280 -3.537
O9 -3.572 -5.070 -2.487
C15 -3.625 -6.524 -2.835
H33 -1.579 -0.156 -6.822
H34 -0.248 0.194 -5.744
H35 -1.523 1.355 -5.843
H36 -3.715 -0.851 -5.618
H37 -3.929 0.738 -4.975
H38 -5.035 -0.430 -3.409
H39 -3.508 -0.167 -2.643
H40 -4.732 -2.491 -3.867
H41 -2.460 -2.723 -2.113
H42 -2.222 -2.393 -3.897
H43 -2.071 -4.737 -3.820
H44 -3.595 -4.308 -4.462
H45 -4.493 -7.103 -2.520
H46 -2.788 -7.077 -2.407
H47 -3.767 -6.489 -3.915
C16 -5.875 -2.066 4.981
O10 -6.428 -2.040 6.288
C17 -7.774 -2.589 6.216
C18 -8.484 -2.610 7.604
N2 -9.822 -3.177 7.413
C19 -10.813 -2.432 6.573
C20 -12.217 -3.050 6.488
O11 -12.656 -3.110 7.793
C21 -14.080 -3.391 7.870
H48 -6.474 -1.556 4.226
H49 -5.798 -3.043 4.505
H50 -4.900 -1.659 5.251
H51 -7.847 -3.577 5.763
H52 -8.318 -1.899 5.571
H53 -8.482 -1.589 7.985
H54 -8.025 -3.314 8.297
H55 -10.183 -3.748 8.163
H56 -10.550 -2.240 5.533
H57 -10.944 -1.466 7.061
H58 -12.288 -4.023 6.003
H59 -12.903 -2.413 5.929
H60 -14.654 -3.041 7.011
H61 -14.548 -3.001 8.774
H62 -14.127 -4.472 8.001
C22 9.152 2.821 -2.443
O12 9.671 2.189 -3.565
C23 9.611 0.753 -3.630
C24 9.471 0.266 -5.074
N3 8.546 1.017 -5.848
C25 8.481 0.461 -7.202
C26 7.419 1.315 -7.975
O13 7.976 2.584 -8.394
C27 7.134 3.428 -9.256
H63 9.056 3.887 -2.651
H64 9.677 2.674 -1.498
H65 8.163 2.371 -2.358
H66 8.907 0.293 -2.937
H67 10.479 0.303 -3.146
H68 9.097 -0.748 -4.932
H69 10.459 0.227 -5.532
H70 8.797 1.962 -6.100
H71 8.308 -0.602 -7.035
H72 9.519 0.462 -7.534
H73 6.589 1.478 -7.287
H74 6.935 0.817 -8.815
H75 6.097 3.473 -8.924
H76 7.071 3.200 -10.320
H77 7.422 4.479 -9.265

Atomic partial charges in e from the Löwdin method, atoms 1 to 6: number 1, Cl, carries 0.4399; number 2, C, carries -0.5927; number 3, C, carries -0.6258; number 4, Cl, carries 0.5286; number 5, H, carries 0.0608; number 6, H, carries 0.0557